A molecular structure, C13H19FIrN3O3Si. Source: the Open Molecules 2025 dataset; level of theory: the ωB97M-V functional and the def2-TZVPD basis.

Geometry as XYZ:
```
41
Properties=species:S:1:pos:R:3:forces:R:3
Ir -0.3528 -0.8633 1.0354 0.02 0.05 -0.09
N 0.4708 -2.4801 0.1486 -0.03 0.01 -0.02
C 1.9413 -2.4067 0.3738 0.05 -0.04 0.03
C 2.1543 -1.9915 1.8223 0.03 0.03 0.00
O 3.0846 -2.4174 2.4808 -0.02 -0.02 0.01
N 1.1876 -1.1436 2.2496 -0.02 0.00 -0.01
C 0.7795 -1.2070 3.6432 0.08 -0.01 0.02
C -0.5324 -1.9866 3.6733 -0.15 0.00 -0.06
O -1.0162 -2.4248 4.6863 0.01 -0.03 0.03
O -1.0695 -2.1261 2.4708 0.05 0.04 0.05
H 0.2562 -2.5909 -0.8377 0.02 -0.02 0.01
H 0.0801 -3.2825 0.6464 0.00 0.00 -0.01
H 2.4231 -3.3676 0.2033 0.00 0.01 -0.02
H 2.3516 -1.6613 -0.3057 -0.01 0.01 0.01
H 1.5301 -1.7191 4.2427 0.01 0.01 -0.01
H 0.6266 -0.2087 4.0585 0.00 -0.01 0.00
C -1.7492 -1.4975 -2.2556 -0.04 0.04 0.07
Si -0.5016 -0.0983 -2.1537 0.04 -0.04 -0.18
C 1.1588 -0.6921 -2.8038 -0.02 0.00 0.01
C -1.1458 1.2282 -3.3080 0.01 0.01 0.04
N -0.3850 0.4290 -0.4913 0.00 -0.07 0.14
C -0.4399 1.7555 -0.0498 -0.01 -0.04 -0.03
C -0.0872 2.8909 -0.7850 0.00 0.04 0.00
C -0.1818 4.1617 -0.2350 0.00 -0.01 0.00
C -0.6153 4.3550 1.0685 -0.01 0.00 0.00
C -0.9477 3.2500 1.8426 0.00 -0.01 -0.01
C -0.8376 2.0205 1.2547 0.01 0.02 0.03
F -1.1339 0.8903 2.0322 -0.01 0.04 0.01
H -1.7059 -1.9990 -3.2251 0.02 0.01 -0.02
H -2.7471 -1.0624 -2.1551 -0.01 -0.03 0.00
H -1.6714 -2.2563 -1.4745 -0.01 0.00 -0.01
H 1.0989 -0.7977 -3.8899 0.01 0.01 -0.01
H 1.4790 -1.6628 -2.4175 0.00 0.01 0.02
H 1.9501 0.0276 -2.5822 0.00 0.00 0.00
H -1.5707 0.7349 -4.1858 0.00 -0.01 0.00
H -0.3740 1.9117 -3.6621 0.00 0.00 -0.01
H -1.9377 1.8192 -2.8440 0.00 0.00 -0.01
H 0.2817 2.7732 -1.7931 0.00 0.00 0.01
H 0.1023 5.0147 -0.8370 0.00 0.00 0.00
H -0.6807 5.3482 1.4888 0.00 0.00 0.00
H -1.2732 3.3328 2.8703 0.00 0.00 0.00
```
Positions in Å, forces in eV/Å.

Properties
* maximum force: 0.2 eV/A
* E_HOMO: -8.162 eV
* HOMO-LUMO gap: 8.1 eV
* relative energy (zero: lowest compared OMol25 entry of this formula, charge and spin): 0.00 kcal/mol
* electronic energy: -37837.5653 eV

***

A molecular structure, C30H87AsF6O13 at a distorted geometry. Source: the Open Molecules 2025 dataset; level of theory: the ωB97M-V functional and the def2-TZVPD basis.

Geometry as XYZ:
```
137
Properties=species:S:1:pos:R:3:forces:R:3
O -0.6274 0.2335 -0.4270 -0.04 1.72 -0.06
H -1.3028 -0.3965 -0.1656 -1.60 -1.64 -0.21
H -0.0938 -0.0412 -1.1764 0.37 -0.83 -1.41
H -0.0922 0.3614 0.3596 1.21 0.58 1.45
As -4.2391 1.2787 1.4427 -1.20 1.11 0.95
F -4.7131 0.4840 -0.0834 -0.04 0.40 1.08
F -2.5803 1.4576 0.7901 -1.32 -0.09 0.57
F -3.7457 1.9887 3.0100 -0.49 -0.66 -1.61
F -5.9516 0.9997 2.1116 2.76 0.41 -1.16
F -3.7140 -0.3075 2.0609 -0.53 0.50 0.07
F -4.6670 2.8727 0.7760 0.32 -1.56 0.69
C -2.0986 -3.9433 0.9495 -0.04 0.16 1.59
C -2.6593 -2.9743 -0.0108 -0.06 1.00 -1.77
O -2.3676 -1.6058 0.2924 0.90 -0.42 -0.31
H -1.0440 -3.7251 1.1181 0.17 -0.25 -0.21
H -2.2705 -4.9915 0.7050 0.07 0.11 -0.21
H -2.5786 -3.7334 1.9053 0.00 -0.32 0.25
H -3.7325 -3.0582 -0.1816 -0.13 -0.23 0.27
H -2.1976 -3.1245 -0.9867 -0.02 -0.02 -0.15
H -2.9214 -1.2287 0.9799 -0.53 -0.08 0.39
C 2.8914 2.0672 -0.9773 0.54 0.94 0.01
C 2.2346 3.1763 -0.1470 0.08 -0.95 0.20
O 1.0055 2.6394 0.2724 -0.40 0.00 0.17
H 2.2518 1.7495 -1.8007 -0.07 0.22 -0.09
H 3.1346 1.1801 -0.3925 -0.23 0.14 0.39
H 3.8450 2.4345 -1.3566 0.04 -0.06 -0.34
H 2.0632 4.1464 -0.6135 0.14 -0.08 -0.92
H 2.8017 3.4549 0.7412 0.56 -0.33 0.10
H 0.7273 3.2643 0.9460 -0.71 0.09 0.45
C 0.7649 2.4943 -6.7729 0.54 0.57 -0.46
C 1.4519 2.0432 -5.4839 -1.58 -0.60 -0.43
O 0.5846 1.0931 -4.8307 0.85 -0.22 -0.34
H 0.8279 1.7320 -7.5494 -0.18 -0.21 0.14
H 1.2635 3.3647 -7.1994 0.27 0.12 0.02
H -0.2729 2.8109 -6.6691 -0.04 -0.27 0.40
H 1.6433 2.8856 -4.8192 0.24 -0.09 0.03
H 2.3491 1.4803 -5.7415 0.20 0.31 0.25
H -0.0389 1.5398 -4.2534 -0.37 0.54 0.60
C -0.1260 0.3508 4.1374 1.10 0.80 0.58
C -0.1071 -0.5826 2.9431 -1.39 0.10 0.82
O 0.6180 -0.0285 1.8829 -0.23 0.10 -0.63
H 0.9294 0.4154 4.4022 0.20 0.15 0.55
H -0.6748 0.1102 5.0479 -0.10 -0.78 -0.28
H -0.4085 1.3891 3.9632 -0.25 -0.10 -0.75
H -1.1340 -0.7507 2.6185 0.14 -0.30 -0.28
H 0.3728 -1.5153 3.2397 -0.25 -0.34 0.06
H 1.5203 0.0839 2.1908 0.85 0.37 -0.23
C 1.1116 -2.1700 -6.7230 -0.80 0.17 -0.58
C -0.3788 -1.8365 -6.5296 0.90 -1.31 0.96
O -0.5367 -1.3297 -5.2102 -0.73 -0.21 -0.23
H 1.6917 -1.2601 -6.8771 0.20 -0.15 -0.09
H 1.1792 -2.8596 -7.5644 0.41 0.20 -0.25
H 1.4809 -2.7045 -5.8478 -0.08 0.13 0.07
H -0.8861 -2.8008 -6.5569 -0.38 0.09 0.00
H -0.8377 -1.1983 -7.2848 0.24 0.20 -0.03
H -0.2322 -0.4207 -5.2616 0.35 0.82 0.29
C -0.6977 4.5030 -3.1530 -1.51 -0.49 0.15
C -1.5672 3.4168 -2.4442 0.56 1.30 0.38
O -1.0572 2.1733 -2.7945 0.87 -0.90 -0.51
H 0.2676 4.6366 -2.6646 -0.02 -0.27 -0.07
H -1.2052 5.4674 -3.1751 -0.03 0.05 0.18
H -0.5952 4.2027 -4.1958 0.31 -0.01 -0.05
H -2.6388 3.3521 -2.6329 -0.15 0.95 -0.57
H -1.5052 3.5458 -1.3636 0.20 0.12 0.26
H -1.7306 1.5656 -2.4800 -0.27 -0.96 0.24
C 0.9076 -3.5591 -2.3873 1.14 0.65 1.18
C 1.3392 -2.0946 -2.0605 -1.29 -1.40 0.25
C 2.5895 -1.6529 -2.6582 1.53 0.15 -1.20
O 0.3285 -1.1905 -2.4135 -0.78 0.69 0.91
H 0.1018 -3.9209 -1.7487 -0.43 0.40 -0.28
H 1.7515 -4.1429 -2.0196 0.21 -0.43 -0.49
H 0.7242 -3.7422 -3.4460 -0.01 0.09 0.08
H 1.5607 -1.9943 -0.9980 -0.87 -0.18 0.39
H 2.8146 -0.6565 -2.2779 0.31 -0.09 0.04
H 2.5145 -1.5624 -3.7418 0.05 -0.12 -0.17
H 3.3636 -2.3798 -2.4119 0.36 0.26 -0.04
H 0.1212 -1.3103 -3.3431 -0.24 0.06 -0.66
C -2.5458 -2.8694 4.6621 1.42 -0.72 -0.38
C -2.2730 -3.4652 6.0456 0.81 1.63 -0.59
C -1.2325 -2.6491 6.8149 0.33 0.19 -0.48
O -3.4732 -3.3741 6.7153 -1.63 -0.73 1.51
H -1.5614 -2.8188 4.1967 0.01 -0.10 -0.66
H -2.9405 -1.8556 4.5959 -0.22 -0.09 0.68
H -3.1931 -3.5460 4.1041 0.01 0.10 -0.10
H -1.9067 -4.4904 5.9920 -0.12 -0.20 -0.30
H -1.4726 -1.5887 6.7361 -0.26 0.04 0.35
H -0.2455 -2.7238 6.3585 0.11 -0.25 -0.13
H -1.1313 -2.9561 7.8559 -0.23 0.04 -0.03
H -3.8185 -4.2633 6.8234 -0.28 0.13 0.15
C -1.1135 6.5676 2.4417 -0.95 0.32 0.89
C -0.6557 5.1575 2.6677 -1.02 0.02 -0.98
C -1.6000 4.1001 2.1303 -0.70 -0.18 0.58
O 0.5652 4.9678 2.0263 2.15 -0.58 -0.42
H -1.4011 6.7997 1.4163 0.21 -0.17 -0.14
H -0.4034 7.2986 2.8284 0.17 0.01 -0.15
H -2.0113 6.6738 3.0506 -0.19 0.32 -0.08
H -0.5488 4.9646 3.7352 0.26 0.17 0.15
H -2.6270 4.3169 2.4245 -0.04 -0.19 0.28
H -1.2979 3.1563 2.5841 -0.26 -0.18 -0.17
H -1.6580 3.9465 1.0527 0.50 0.38 -0.10
H 0.7813 5.7213 1.4721 -0.07 0.07 0.08
C 5.5342 0.6112 3.5493 -0.23 0.02 -0.29
C 3.9690 0.7679 3.5372 2.71 -0.76 1.60
C 3.4983 2.1476 3.6754 -0.56 1.04 -0.06
O 3.4533 0.1968 2.4090 -1.04 -0.38 -1.69
H 6.0099 0.9230 2.6195 -0.25 0.24 -0.18
H 5.7924 -0.4424 3.6559 -0.09 -0.14 0.02
H 6.0532 1.1316 4.3543 -0.34 0.14 0.17
H 3.6870 0.1612 4.3978 -0.48 0.06 0.48
H 2.4329 2.1741 3.9042 -0.02 0.05 0.27
H 3.5734 2.6588 2.7156 0.38 0.19 0.04
H 4.0826 2.6416 4.4517 -0.25 0.28 -0.09
H 3.7756 -0.7075 2.4109 -0.06 -0.65 -0.27
C 3.1371 -3.2556 0.9968 -0.22 -0.03 -0.80
C 3.5733 -3.6803 2.4056 -1.35 1.95 -2.34
C 4.5392 -4.7981 2.3322 1.30 -0.54 1.15
O 4.1272 -2.4460 2.9220 0.14 -1.08 0.50
H 3.9773 -2.9465 0.3750 0.30 -0.04 0.16
H 2.4334 -2.4240 0.9600 -0.01 0.16 0.59
H 2.6254 -4.0338 0.4305 0.09 -0.41 0.23
H 2.6231 -3.8813 2.9004 0.26 -0.43 0.63
H 5.4741 -4.5240 1.8435 -0.31 0.20 -0.71
H 4.1310 -5.7190 1.9157 -0.05 0.18 -0.04
H 4.9393 -5.0130 3.3231 -0.36 -0.38 0.40
H 4.3512 -2.6412 3.8348 0.22 0.32 0.30
C -3.3892 -1.7513 -3.3105 -0.57 -0.12 0.34
C -3.4327 -0.2254 -3.4003 -0.89 0.45 -0.04
C -4.7940 0.4253 -3.7638 -0.25 -1.14 -1.04
O -3.0758 0.3078 -2.1570 1.34 0.49 0.47
H -3.9386 -2.2442 -4.1127 0.16 -0.02 -0.12
H -3.8413 -2.0453 -2.3633 -0.59 0.13 -0.01
H -2.4007 -2.1928 -3.1839 0.30 0.46 -0.60
H -2.6823 0.1571 -4.0921 0.02 -0.19 -0.24
H -5.6659 0.0655 -3.2175 0.31 -0.12 0.79
H -5.0921 0.1200 -4.7668 0.26 0.22 -0.43
H -4.8013 1.5143 -3.7177 0.37 -0.09 0.08
H -3.8154 0.2461 -1.5482 -0.12 0.08 0.40
```
Positions in Å, forces in eV/Å.

Properties
* maximum force: 3.3 eV/A
* E_HOMO: -9.694 eV
* HOMO-LUMO gap: 9.9 eV
* electronic energy: -136283.8440 eV

***

A molecular structure, C2H2ClN at a distorted geometry. Source: the Open Molecules 2025 dataset; level of theory: the ωB97M-V functional and the def2-TZVPD basis.

Geometry as XYZ:
```
6
Properties=species:S:1:pos:R:3:forces:R:3
C -0.6614 -1.0131 0.2275 -2.98 -1.52 -0.27
C 0.2515 -0.2674 0.1435 2.36 -1.30 0.36
N 1.4144 0.3212 0.4383 -0.59 7.05 -2.89
Cl 3.0218 -0.0980 -0.0981 -0.57 -0.87 -0.26
H -1.5788 -1.5761 0.2220 0.48 0.25 -0.05
H 1.1951 1.3936 -0.2807 1.30 -3.61 3.12
```
Positions in Å, forces in eV/Å.

Properties
* maximum force: 7.6 eV/A
* E_HOMO: -9.306 eV
* HOMO-LUMO gap: 9.4 eV
* relative energy (zero: lowest compared OMol25 entry of this formula, charge and spin): 95.34 kcal/mol
* electronic energy: -16113.9480 eV

***

8 unconnected molecules or ions with the total composition C10H36N12O10 at a distorted geometry. Source: the Open Molecules 2025 dataset; level of theory: the ωB97M-V functional and the def2-TZVPD basis.

Geometry as XYZ:
```
68
Properties=species:S:1:pos:R:3:forces:R:3
C -2.0615 8.1494 0.1597 0.29 0.09 0.79
C -1.6655 6.8480 -0.4974 0.56 0.48 -0.08
O -1.3181 5.8432 0.4582 -0.36 -0.30 0.11
O -3.1382 8.0277 1.0772 -0.18 0.01 -0.32
H -2.3316 8.8847 -0.5969 -0.15 -0.05 -0.02
H -1.1979 8.5514 0.7106 0.08 0.01 -0.22
H -0.7746 7.0389 -1.1046 -0.25 -0.04 -0.37
H -2.4894 6.4797 -1.1064 0.06 -0.24 0.04
H -0.4572 6.0536 0.8387 0.05 0.01 0.00
H -2.8381 7.4803 1.8088 0.00 -0.10 -0.05
C -0.8484 1.4322 -1.9206 0.88 -0.46 -0.49
C -1.6157 2.5128 -1.2181 -0.54 0.64 0.66
O -0.6417 3.4787 -0.8654 0.02 0.07 0.17
O -0.0125 1.9502 -2.9544 -0.52 -0.20 -0.33
H -1.4991 0.6962 -2.3956 -0.05 0.18 0.07
H -0.2070 0.8812 -1.2239 -0.25 0.22 0.10
H -2.1425 2.1548 -0.3201 0.33 -0.38 0.02
H -2.4424 2.9647 -1.7788 0.38 -0.01 -0.58
H -1.0203 4.3021 -0.5171 -0.21 0.22 0.11
H 0.7454 2.4312 -2.5834 -0.10 0.12 0.05
C 2.2086 -1.2469 -0.2380 -1.84 0.69 -0.47
O 3.3241 -0.9432 -0.6413 0.17 -0.53 0.66
N 1.4920 -0.5587 0.7038 0.58 -0.48 -0.14
N 1.4420 -2.2227 -0.8428 1.79 0.26 0.00
H 1.9439 0.1115 1.2959 -0.14 0.26 -0.16
H 0.4941 -0.6716 0.6386 -0.09 0.27 0.46
H 2.0130 -2.7304 -1.4958 -0.69 -0.35 -0.30
H 0.4597 -2.3512 -0.6911 -0.01 -0.09 -0.03
C -0.1909 2.9077 3.0338 -0.19 0.94 0.34
O 0.4194 3.9503 3.2052 -0.07 -0.11 -0.13
N -0.8931 2.3191 4.0546 0.17 -0.40 -0.82
N -0.2750 2.3183 1.7943 0.32 -0.10 0.52
H -0.9164 2.7825 4.9415 0.13 -0.18 0.14
H -1.2440 1.3922 3.9070 -0.19 0.01 0.50
H -0.9177 1.5583 1.6560 -0.17 0.16 -0.20
H -0.1830 3.0020 1.0535 0.04 -0.43 -0.30
C -1.9073 3.1739 -6.0141 0.02 0.52 -0.64
O -2.3944 3.8871 -6.8791 0.03 -0.07 0.14
N -1.7131 3.5843 -4.7329 -0.22 -0.04 0.73
N -1.4630 1.9114 -6.2839 0.12 -0.63 0.46
H -1.3330 2.9971 -4.0023 0.36 0.07 -0.39
H -1.8193 4.5569 -4.5130 -0.15 0.04 -0.26
H -1.1311 1.3181 -5.5446 0.13 0.05 -0.03
H -1.5830 1.5053 -7.1907 -0.18 0.23 -0.10
C 3.9804 0.5367 -3.8416 -0.15 -0.74 -0.57
O 4.4160 0.9125 -4.9219 -0.13 0.38 0.49
N 2.6949 0.7582 -3.4063 0.59 0.08 0.05
N 4.7074 -0.2055 -2.9538 0.59 0.04 -0.06
H 2.4437 0.2671 -2.5647 -0.45 0.13 -0.07
H 2.0120 1.0570 -4.0771 -0.15 -0.06 0.09
H 5.6744 -0.3383 -3.1881 -0.06 -0.13 -0.14
H 4.2760 -0.8482 -2.3021 0.07 0.42 0.13
C 2.3302 4.8944 -2.1897 -0.46 -0.02 0.69
O 1.5315 5.8106 -2.0372 0.06 -0.08 -0.43
N 3.4690 4.9942 -2.9228 -0.33 -0.06 0.23
N 2.0989 3.6596 -1.6030 0.33 0.43 -0.63
H 3.6068 5.8571 -3.4133 0.30 0.01 0.06
H 4.1881 4.3031 -2.8214 0.12 0.06 -0.40
H 1.2361 3.6275 -1.0819 0.19 -0.10 0.43
H 2.8829 3.0631 -1.4027 -0.20 -0.24 0.10
C -2.4602 -0.7354 -0.2973 0.19 -0.31 0.55
O -1.2552 -0.9485 -0.3866 -0.35 -0.33 0.15
N -3.0315 -0.2982 0.8739 -0.26 0.12 -0.73
N -3.3221 -0.8918 -1.3407 0.20 0.16 0.26
H -2.5432 -0.4214 1.7399 0.03 -0.08 -0.03
H -4.0250 -0.1520 0.8772 0.00 0.02 0.41
H -2.9582 -1.3311 -2.1670 -0.05 0.02 -0.05
H -4.3127 -0.8889 -1.1820 -0.03 -0.08 -0.17
```
Positions in Å, forces in eV/Å.

Properties
* maximum force: 2.0 eV/A
* SMILES string: NC(N)=O.NC(N)=O.NC(N)=O.NC(N)=O.NC(N)=O.NC(N)=O.OCCO.OCCO
* E_HOMO: -9.186 eV
* HOMO-LUMO gap: 8.7 eV
* relative energy (zero: lowest compared OMol25 entry of this formula, charge and spin): 7.01 kcal/mol
* electronic energy: -49315.9507 eV

***

A single C4H6N4O molecule at a distorted geometry. Source: the Open Molecules 2025 dataset; level of theory: the ωB97M-V functional and the def2-TZVPD basis.

Geometry as XYZ:
```
15
Properties=species:S:1:pos:R:3:forces:R:3
C 1.3594 -0.2790 -0.0142 -5.58 -2.04 -0.35
C 0.9685 1.0117 -0.0241 0.97 -2.94 -0.41
C -0.3261 1.5026 -0.0600 -3.03 0.30 1.35
C -1.1061 -0.7811 0.0156 2.84 2.56 -1.08
H 3.0481 -1.5620 -0.3450 -0.24 -3.61 -1.97
H 3.4137 -0.1826 0.0565 -2.50 -0.59 0.48
H 1.7858 1.5420 0.0539 3.66 3.97 0.13
H -1.8168 -2.4917 0.1441 7.08 -16.20 4.00
H -2.7417 -1.7714 0.6951 -0.25 1.84 -1.36
H 0.6005 -2.2658 -0.0638 -1.81 3.22 0.51
N 2.5622 -0.8569 0.0582 3.84 4.79 2.09
N -1.3188 0.4953 -0.0736 -1.53 -1.58 0.15
N -2.0692 -1.7658 -0.1178 -6.95 14.23 -2.33
N 0.2399 -1.2075 0.0608 2.62 -3.16 -0.66
O -0.6954 2.6689 0.0578 0.88 -0.77 -0.55
```
Positions in Å, forces in eV/Å.

Properties
* maximum force: 18.1 eV/A
* SMILES string: Nc1cc(=O)nc(N)[nH]1
* E_HOMO: -8.670 eV
* HOMO-LUMO gap: 8.9 eV
* relative energy (zero: lowest compared OMol25 entry of this formula, charge and spin): 69.82 kcal/mol
* electronic energy: -12249.9508 eV

***

A molecular structure, C2H8BrCuN4O2 at a distorted geometry. Source: the Open Molecules 2025 dataset; level of theory: the ωB97M-V functional and the def2-TZVPD basis.

Geometry as XYZ:
```
18
Properties=species:S:1:pos:R:3:forces:R:3
Cu -3.3824 0.5913 0.2142 1.71 0.22 -0.43
Br -0.8636 -0.7286 0.2270 -0.41 -0.18 0.23
C -1.3753 3.0910 -0.8217 0.18 -0.86 0.13
O -2.2158 2.1934 -0.6943 -1.02 -0.63 0.33
N -0.1087 2.9731 -0.4734 1.85 -2.63 2.00
N -1.5839 4.1987 -1.4320 -2.32 3.35 -1.91
H 0.5292 3.6921 -0.1632 -0.44 0.05 -0.26
H -0.0689 2.0879 0.0114 1.03 -0.13 0.30
H -0.8834 4.9260 -1.4529 -0.41 -0.15 -0.29
H -2.5153 4.3308 -1.7997 0.27 0.51 0.00
C 1.9799 -3.6898 0.7927 -2.07 1.80 2.42
O 3.0065 -4.3628 0.8470 2.78 -1.49 0.21
N 1.5520 -2.9051 1.7549 2.26 0.06 2.66
N 1.1610 -3.7486 -0.1556 -1.66 -1.86 -4.59
H 0.8896 -2.1628 1.5807 -0.36 0.53 -0.08
H 2.1764 -2.9186 2.5486 -0.37 0.78 0.45
H 0.4750 -3.0107 -0.2269 -0.67 0.19 -0.54
H 1.2277 -4.5573 -0.7569 -0.36 0.44 -0.63
```
Positions in Å, forces in eV/Å.

Properties
* maximum force: 5.2 eV/A
* ⟨S²⟩: 0.76
* E_HOMO (spin up / spin down): -12.153 / -12.081 eV
* HOMO-LUMO gap (spin up / spin down): 8.4 / 3.6 eV
* relative energy (zero: lowest compared OMol25 entry of this formula, charge and spin): 37.61 kcal/mol
* multiplicity: 2
* electronic energy: -126933.7040 eV
* charge: +1